(1)
C39H40CoN6OS2 as an isolated structure. Source: OMol25; level of theory: ωB97M-V/def2-TZVPD.

The geometry in ORCA input format:
```
! wB97M-V def2-TZVPD RIJCOSX def2/J DEFGRID3
* xyz 0 2
C 1.93661 -2.84785 2.87837
C 2.30528 -2.54505 4.17735
H -1.41549 -0.85552 -0.03779
C -1.38953 5.10125 3.19620
H 2.45482 -0.66418 -5.48709
H 2.01725 -4.52867 4.95191
C 2.95413 0.18271 -2.19580
H -3.29388 -3.93881 0.77625
C -1.58006 2.27256 -2.71035
C 0.79484 -3.41566 0.22136
H 1.86120 -3.88541 2.57346
H 2.43050 -3.32313 6.18455
C 2.98591 -0.33411 -4.59921
H 4.81069 0.94849 -1.44593
O -0.86362 1.31816 -0.35154
C 2.18737 -2.75944 -1.35004
H -4.20581 -1.26069 2.09022
C 0.29062 4.00230 1.68600
H 2.37883 2.61427 -3.00981
H 2.66001 5.04669 0.51949
C 2.32275 -0.29107 -3.36783
H -2.65424 -3.11530 -4.27631
C -3.43006 -1.26789 1.32313
C 0.97623 -0.78671 -3.19327
H -0.82118 6.02274 3.06825
H 2.33492 0.82435 3.84760
S -1.34490 2.59049 -0.93003
N 0.34391 -0.61306 -2.06924
C -5.26985 -1.32827 -0.35013
H -2.00633 3.16292 -3.17190
C -0.86659 -1.26782 -2.03981
C 1.79786 -0.49232 2.24691
H -4.92775 -3.50286 1.30579
N 1.82232 3.15085 0.06245
H 4.84506 -0.02207 -5.61291
C -3.95608 -1.99678 0.08183
H -3.16034 -0.23394 1.10120
C 1.03371 2.91632 1.22589
H -0.19370 0.60010 3.33131
H 3.66730 -3.93278 5.08921
H 2.76191 -0.91975 5.49679
C 1.23998 -3.74451 -1.03868
H -1.67932 5.01539 4.24300
C 2.79501 4.26568 -1.56592
C -0.01951 1.56641 2.87955
C -0.72720 2.65346 3.34146
H 3.31029 5.01502 -2.13958
H 2.79461 -2.66215 -2.23349
C -4.22524 -3.45843 0.47121
C 2.61619 -3.64207 5.15933
H -1.41874 2.52524 4.16706
H -4.23369 -3.08224 -2.40623
C -3.12835 2.65927 -0.54555
C -2.96125 -1.95775 -1.07326
C -1.73522 -1.33178 -0.94976
C -2.40729 -2.59163 -3.36180
H -3.22331 2.73857 0.53599
C 2.44487 -1.19800 4.49785
H -5.95140 -1.26340 0.50001
S 0.10740 -1.74738 -4.37306
H -5.08484 -0.31612 -0.71480
H -3.54915 3.54276 -1.02535
H -2.30329 5.19299 2.60256
N 2.29155 -1.87248 -0.36916
C -0.58263 3.90851 2.75337
C -3.28131 -2.57958 -2.29304
C 4.96775 0.47206 -3.52293
H -5.76642 -1.88860 -1.14299
C 4.28043 0.58091 -2.31909
H 0.38679 4.95104 1.17047
H 0.05143 -3.87375 0.85136
C 0.90161 1.63995 1.81043
H -4.64139 -4.02598 -0.36138
H -2.55349 -1.77448 1.73122
H 0.91589 -4.56875 -1.64979
C 2.32112 3.03053 -2.01886
C 2.45895 4.30336 -0.23152
N 1.45165 -2.29954 0.59859
H 6.02043 0.72465 -3.56979
N 1.74425 2.35857 -1.02877
H -3.60829 1.75038 -0.90431
C -1.19467 -1.92671 -3.23247
C 4.31395 0.03568 -4.67150
H -2.23086 1.40955 -2.84605
C 1.68601 -1.85753 1.93178
Co 1.64203 0.31675 -0.66378
C 2.20415 -0.21174 3.56576
N 1.56185 0.52564 1.33317
H -0.59587 2.06722 -3.12777
*
```

Summary:
expectation value of S²	1.0621
electronic energy	-111377.3647	eV
LUMO (spin up / spin down)	0.307 / 0.323	eV
E_HOMO (spin up / spin down)	-6.46 / -6.54	eV


(2)
C39H40F6MgOP2 as an isolated structure. Source: OMol25; level of theory: ωB97M-V/def2-TZVPD.

The geometry in ORCA input format:
```
! wB97M-V def2-TZVPD RIJCOSX def2/J DEFGRID3
* xyz 0 1
C -3.51927 2.31797 -3.07763
C -2.66917 -2.70993 -1.91839
C -3.62566 -4.78908 -2.67096
H -2.05661 0.96594 -4.00003
H -2.27116 -3.58792 -3.87914
C 4.00138 -2.77423 -0.97008
H -6.44496 0.86099 -2.12467
H 0.72935 0.53926 -3.92182
C -3.39733 -2.80486 -0.70962
H -3.78043 1.74210 -5.84575
H 2.45344 -0.32424 0.93306
C -5.39031 0.94720 -2.40781
H -3.75524 -5.56639 -3.43227
C -0.05606 0.06105 -5.90387
C -0.10033 -1.62457 -2.83756
H -1.36740 -1.60696 -5.34099
C 6.40426 -2.93723 -1.21560
C 2.52203 2.20414 -1.21016
H -4.76809 -3.98645 0.44810
F -2.99009 3.24635 -0.14352
C -0.71041 3.11196 -5.83141
C -2.78635 -3.69929 -2.91520
H -3.03663 3.30798 -3.21453
H 0.93347 0.26575 0.11259
H -1.39420 2.03098 -7.60608
C -0.01678 2.35006 -4.72930
H -4.95447 -5.75925 -1.26878
C -4.31555 -4.89689 -1.45595
P 2.43650 -0.60072 -1.48938
H -5.00238 -1.14818 -1.99266
F -1.05184 0.54432 2.72767
C 2.69725 3.50757 -1.67488
H -3.33736 -1.99292 0.01982
C -4.56183 -0.18967 -2.27307
C -3.17622 -0.10349 -2.53068
H 0.06918 3.49357 -6.52995
C 3.45710 1.34400 -3.26354
C -1.52839 0.24996 1.47694
H 2.18124 2.06811 -0.18953
H -2.55245 3.16732 -6.95275
H 7.43335 -1.09268 -1.65684
C -1.83695 2.37565 -6.65363
H 5.14013 -4.56917 -0.59183
H 0.77920 -0.66619 -5.85078
F -2.78457 -0.27280 1.63893
H 0.10548 0.61581 -6.83752
H -0.25907 -2.19822 -3.78234
C -2.93273 2.05380 0.52684
H -5.51102 3.08832 -2.76915
C -2.75224 1.35585 -6.05040
H -1.32454 -1.24251 -7.04314
F -3.82918 1.22269 -0.03834
H 5.35849 0.26934 -1.74260
H -0.84378 3.51903 0.57738
C -2.79046 1.11596 -3.15915
Mg -0.86538 1.87642 -2.85620
C -4.88421 2.19369 -2.77804
H 3.04000 -3.21947 -0.71015
H 4.13330 2.83701 -4.67429
C 3.22063 3.73433 -2.94894
F -3.38337 2.31424 1.79901
C 5.17948 -3.52300 -0.90695
C 0.08676 0.95749 -4.70956
C 2.80444 1.09990 -2.03450
H -1.18552 2.79711 2.17750
C -1.35711 -0.75939 -6.04417
C 1.71310 -0.50849 0.14244
H 7.32502 -3.53399 -1.17003
C -4.20550 -3.90494 -0.47529
F -0.79467 -0.80365 1.04342
P -1.70315 -1.24278 -2.06203
O -0.99496 1.31772 -0.80684
H 2.43630 4.35421 -1.03274
C -0.73718 2.62404 1.19187
H 3.81045 0.50942 -3.86256
H -1.15846 4.03310 -5.42688
C -2.61540 0.02856 -5.89694
C 6.46530 -1.57279 -1.50642
C 1.25035 -1.57720 -2.45843
H 1.21702 -1.46466 0.31934
C -1.46128 1.51154 0.47133
H 0.32791 2.40277 1.30188
H 3.30852 4.75461 -3.32224
C 4.04987 -1.41818 -1.35528
H 1.82699 -2.41211 -2.91061
H -3.51725 -0.55132 -5.64537
C 3.65223 2.65170 -3.71960
H 0.74575 2.91198 -4.13009
C 5.29928 -0.80015 -1.55867
*
```

Summary:
electronic energy	-83459.8560	eV
LUMO (spin up / spin down)	0.083 / 0.017	eV
E_HOMO (spin up / spin down)	-5.52 / -5.22	eV


(3)
C39H40F6NiOP2 as an isolated structure. Source: OMol25; level of theory: ωB97M-V/def2-TZVPD.

The geometry in ORCA input format:
```
! wB97M-V def2-TZVPD RIJCOSX def2/J DEFGRID3
* xyz 0 3
H 5.18307 0.51190 0.05700
H -0.83660 1.21111 5.94840
C -3.77597 -4.58636 0.83421
C -4.35343 2.91687 -0.18563
F -3.13283 1.60376 3.73925
H -5.95673 1.48536 -0.20957
C 3.47152 -2.26804 1.19061
F -3.76854 -0.47905 3.87246
C -1.32831 0.04765 4.11130
H -0.05455 -1.92021 -1.65909
C 1.35076 -0.59147 -0.71909
C -1.48770 0.86047 -3.27876
P 2.30021 0.19233 0.67599
P -1.70360 -0.78964 -0.36403
C 5.85915 -2.64727 1.13459
C 3.03127 4.18381 0.64460
H -2.52589 -1.75753 2.28411
H 0.94011 -2.03251 -4.83110
C -1.55069 -0.44657 -3.11099
F -3.20354 0.60762 5.69089
C 0.40401 -1.10094 -4.66495
H 4.38181 -4.14175 1.74206
H 2.07402 -0.85582 -3.28578
C -1.01947 -1.40465 -4.19995
C 1.96540 0.36956 2.44755
C -2.69591 0.73398 -0.29802
C 1.24185 -0.26482 -3.66418
C 3.15922 2.03795 -1.17301
H 1.23500 1.11152 2.78397
H 3.28060 1.16894 -1.83771
C 4.56218 -3.12719 1.39936
C -2.76788 -3.18894 -0.85034
H -1.66540 -1.44411 -5.06739
H 7.10249 -1.02597 0.44084
C -4.08140 0.52679 -0.27511
C 3.73347 -0.95784 0.75525
H -2.49241 -2.95336 -1.88604
C 1.25822 1.05106 -3.61691
H 0.48145 0.79306 4.84129
C -2.78540 -2.50601 1.54133
H -3.67995 -5.05398 -1.27582
C 0.44041 1.94937 -4.54847
C 6.09116 -1.36097 0.66711
C 3.34943 4.38831 -0.69393
H -1.00436 -2.42160 -3.80457
H 3.01629 4.98909 1.36624
C 0.06585 -1.05430 -0.97025
C -2.88137 0.42195 4.37240
C -2.48271 -2.28697 0.17305
H -1.21480 0.92882 -5.46260
H 2.43729 -2.63433 1.30137
C -0.55872 1.12219 4.89016
H 2.93021 0.59630 2.90406
F -1.14117 -1.27528 6.28623
H -4.47719 -0.48665 -0.30664
H -5.00351 3.78019 -0.12186
O -1.05310 -0.03882 2.83325
H 2.08546 -0.95548 -1.45467
C -2.97648 3.11360 -0.18026
C -2.10373 2.02029 -0.19676
H -1.60614 2.44479 -4.73616
C 3.40058 3.34199 -1.62842
H -2.56435 4.11272 -0.13146
H -2.31736 -0.93638 -2.47181
H -3.71045 -3.91606 2.87644
C 2.79639 1.85240 0.16575
H 0.51255 2.98634 -4.21421
C -3.44062 -4.34573 -0.49961
C -4.89322 1.64387 -0.22368
H -1.00262 2.14893 -0.18175
C -1.01758 -1.33062 4.93180
F -1.73889 -2.37837 4.49321
C -3.45622 -3.68501 1.85061
Ni -0.00286 0.31418 0.42915
C -1.02187 1.54112 -4.55862
H 2.51325 2.70637 2.14297
F 0.28751 -1.61003 4.66812
H 3.63208 3.49923 -2.67400
H 2.12227 1.56146 -3.22448
H 0.38956 -0.59956 -5.65420
H 1.61328 -0.58264 2.80007
H -0.68970 2.07264 4.37699
H 0.83012 1.93174 -5.57928
H -2.02756 1.58869 -2.62982
H 6.68240 -3.31171 1.33357
C 5.02964 -0.48306 0.47083
H 3.53668 5.39322 -1.04537
H -4.25444 -5.52636 1.08993
C 2.72897 2.90040 1.08801
*
```

Summary:
expectation value of S²	2.0534
electronic energy	-119055.7631	eV
LUMO (spin up / spin down)	0.050 / -0.571	eV
E_HOMO (spin up / spin down)	-5.37 / -7.58	eV


(4)
C39H40N5O5PS2V as an isolated structure. Source: OMol25; level of theory: ωB97M-V/def2-TZVPD.

The geometry in ORCA input format:
```
! wB97M-V def2-TZVPD RIJCOSX def2/J DEFGRID3
* xyz 0 2
C -0.87126 -1.91687 3.43275
C 1.97955 -5.51451 -3.33863
V 0.09349 0.38321 1.08924
H -1.42980 1.76088 5.02517
H 1.30907 3.31497 -0.30321
C 1.33646 4.47077 -2.09937
H -3.89582 -0.44558 -3.43759
C 2.92413 -1.82913 3.27085
O 0.70451 0.56245 -1.61728
C -0.10423 0.20033 4.35233
C 0.76012 3.59526 -1.19603
H 0.90551 -5.30671 -1.50629
H 3.13150 -2.19507 2.26631
C 1.20685 -0.16608 4.03338
H 2.02415 0.50337 4.27763
H 3.60753 -1.00691 3.48255
C 1.65026 0.11680 -2.26118
H -2.99664 -0.97590 0.55289
H 1.33975 -6.30865 -3.70492
C -1.22277 4.92694 2.79664
N 1.42824 -0.59990 -3.41069
N 2.94621 0.36845 -1.95153
H -3.42170 3.89888 -0.18431
C -2.35047 5.66436 2.48905
H -4.00877 5.87231 1.13992
H -2.20286 -3.44541 4.11806
C -2.76871 0.69394 -2.01606
N 1.26305 -1.97073 -0.07011
H -0.56459 5.21567 3.60451
C 1.72313 -4.93769 -2.10817
H 3.62848 -0.21104 -2.40845
H -1.17308 4.63204 -4.36066
H 1.10102 5.51657 -3.96116
S -0.91104 -3.59528 -0.68090
H 0.66452 -3.22598 2.70552
H 3.92565 1.83373 -0.80570
C -3.91369 0.06344 -2.48255
C -1.70381 3.38039 0.99487
H 2.44540 1.18874 -0.10772
C -3.14091 5.28506 1.41153
H -2.60277 6.54158 3.07018
H 3.14962 -2.64292 3.96344
C -1.20204 3.45787 -2.56743
C -5.07676 0.70156 -0.48173
H -3.35816 -3.37460 -0.45272
H 4.78700 -3.80947 -4.15772
S 2.28100 -3.21519 -0.01241
C -1.13270 -0.67129 4.01392
H 4.23880 -5.56652 -5.71943
P -1.19664 1.98005 -0.11301
H 2.12141 -1.26256 -3.72081
H 3.90395 0.19399 -0.09351
H -2.19945 3.08534 -2.75621
C -2.77154 1.35148 -0.78802
H -3.93757 1.79074 0.96634
C -2.42452 -2.86062 -0.30525
C -0.51055 3.07068 -1.42715
C 0.64781 4.83899 -3.24927
H -1.71908 -3.62491 2.43034
C 3.64867 -3.53814 -2.36449
C -5.07281 0.07399 -1.72135
N -0.90690 -1.23097 0.29845
H -5.96889 -0.40947 -2.08831
H 0.47604 -0.91570 -3.49756
C -2.22016 -1.64055 0.20882
C 2.53101 -3.91592 -1.62528
C 0.40706 3.11969 2.42023
O 3.56210 -2.65284 0.33899
H 2.88001 -6.54813 -5.54083
C 3.91074 -4.11022 -3.59499
H -2.90450 -2.39696 2.88978
O 0.55074 1.90440 1.94700
C -3.93171 1.32907 -0.01341
C -1.98681 -2.89860 3.19702
C 3.07059 -5.10447 -4.10551
H -5.97364 0.69923 0.12456
H -2.15661 -0.40379 4.25681
C -0.05702 -2.16979 -0.13451
C 1.49532 -1.39373 3.44993
O 1.73199 -4.28566 0.78775
H 0.25063 2.28209 4.79795
O 1.25027 3.67334 3.08848
C 3.33843 0.92476 -0.66870
H -0.18566 1.29339 6.18231
H 4.33755 -2.82158 -1.93949
C -0.38572 1.46085 5.12139
C -0.62256 4.33664 -3.47663
N 3.30636 -5.65683 -5.35253
C -2.81005 4.16576 0.66836
H 2.32482 4.86774 -1.90672
H -1.85117 0.65244 -2.59188
C 0.44053 -2.26244 3.15349
C -0.89489 3.79109 2.06062
*
```

Summary:
expectation value of S²	0.7560
electronic energy	-115429.4159	eV
LUMO (spin up / spin down)	0.431 / 0.431	eV
E_HOMO (spin up / spin down)	-7.37 / -6.86	eV


(5)
C39H41CoFN4O3 as an isolated structure. Source: OMol25; level of theory: ωB97M-V/def2-TZVPD.

The geometry in ORCA input format:
```
! wB97M-V def2-TZVPD RIJCOSX def2/J DEFGRID3
* xyz -2 2
H 3.92389 -0.45169 1.95727
C -3.17051 -3.71379 -3.87903
C 1.43379 -2.43469 0.87537
N -2.34741 1.69741 -0.51983
C 3.08029 0.19261 -1.28423
C -2.31421 -1.02809 2.72247
H -0.54671 2.55921 3.97237
C 0.33869 3.49941 -2.22303
H 2.60939 -0.12779 -3.36443
C 3.37849 -1.35349 1.71717
O -1.14251 -0.87099 2.17337
C -2.48431 -1.94499 3.76457
C 1.44549 2.13921 3.21347
H 5.19419 0.49451 -1.69863
C -0.96141 3.04021 -1.94113
O -3.33851 3.39201 -2.20933
H 4.86769 -0.70479 -0.44503
H -3.67621 -3.46889 -4.80663
C 2.06419 -1.21749 1.21427
H -1.39261 -0.60499 -3.43053
C -0.01261 2.56211 3.02117
C 3.66049 3.47101 0.48207
H -3.47481 -1.52829 -0.48043
C 3.95499 -2.58949 1.90817
H 1.92869 2.89311 3.85617
N -0.46741 -0.93859 -3.18263
H 4.96189 -2.64469 2.30477
H 1.15849 3.03651 -1.69613
H -0.21861 -0.44269 -2.32923
H 2.92039 4.10911 2.37187
C -3.70781 -2.10649 4.40417
H 4.27609 2.54791 -1.33273
C -1.82711 4.73981 -3.43253
H -2.67701 5.23751 -3.88313
H -1.62511 -2.52339 4.07427
H 3.18589 1.50651 -3.01963
C 1.51599 0.80731 3.95567
H 4.22909 4.37621 0.30957
H -3.93581 -2.01519 -2.84593
H -4.26861 1.13081 0.86707
C -2.69501 -3.20739 -1.53863
C -4.67481 -0.44669 2.98147
C -2.86351 -2.41079 -0.43223
H 2.53629 0.43131 3.98527
C -1.15011 1.94461 -1.03103
C 2.58119 0.68451 -2.64203
H -0.58631 -1.90909 -2.90823
C 2.18629 2.16311 1.89057
H -2.39401 -2.64039 0.50537
H -1.13771 -6.07629 -2.56843
C 2.91679 3.31541 1.63397
H -1.43011 -4.65859 -0.57283
O -0.14131 1.20721 -0.63873
H 1.55339 1.01841 -2.55913
N -2.27321 0.79021 0.47417
C -3.32361 -2.90539 -2.78453
H -0.36231 5.91921 -4.47303
H 3.73509 -4.72549 1.75707
F 0.22339 -2.34519 0.25807
H 1.16959 0.94441 4.97987
H -0.07371 3.55771 2.58317
C -3.46391 -0.28709 2.28007
H 2.45159 -0.65019 -1.00173
C -1.90371 -4.39489 -1.50683
C 2.97749 1.26741 -0.22453
C -2.37341 -4.85539 -3.82043
H -5.74931 -1.43529 4.54277
H -2.23511 -5.47589 -4.69673
C -2.05841 3.72141 -2.52733
C -3.38111 0.58021 1.17787
C -4.79831 -1.33789 4.02647
C 3.27659 -3.75869 1.60167
H -3.81151 -2.84129 5.19347
Co -0.53521 0.11921 0.79487
H -3.26631 2.67111 -1.52473
N 1.42409 -0.04199 1.09927
H 1.44349 -4.55379 0.78097
C 2.18839 1.11621 0.94357
C -0.52581 5.13111 -3.74853
C -1.74791 -5.18049 -2.61733
H 1.55969 4.86851 -3.31133
H -0.50911 1.85661 2.34617
C 3.68549 2.43761 -0.43313
C 4.52319 -0.30869 -1.39773
H -5.52301 0.15681 2.67847
H 4.58509 -1.09959 -2.14283
C 1.99549 -3.66999 1.06737
H 0.88609 0.06741 3.47397
C 0.55069 4.52481 -3.11463
*
```

Summary:
expectation value of S²	0.7959
electronic energy	-93556.4973	eV
LUMO (spin up / spin down)	4.648 / 4.112	eV
E_HOMO (spin up / spin down)	-0.34 / -0.31	eV